No. 1
A structure of composition C14H12N4S5SbTl. Source: the OMol25 dataset; level of theory: wB97M-V/def2-TZVPD.

```
37
Properties=species:S:1:pos:R:3:forces:R:3:mulliken_spin:R:1
Tl -0.307873 -0.141974 -0.296475 -0.24 0.04 -0.16 0.0037
S 1.798110 1.510393 3.619067 -0.01 0.14 -0.08 0.6795
Sb -0.500223 1.056177 3.309436 -0.35 -0.23 0.27 -0.0495
S -0.132617 -1.307206 2.550540 -0.04 -0.04 0.03 -0.0033
S -0.172286 2.218518 1.284622 0.25 0.08 -0.03 0.3592
S 6.252320 0.261240 3.146580 0.07 -0.01 0.01 -0.0002
C 4.830422 0.149134 2.079789 -0.03 0.04 -0.13 -0.0020
C 4.350461 1.272983 1.429052 0.11 0.02 -0.02 0.0043
C 3.246368 1.136944 0.601812 -0.06 -0.03 -0.11 0.0040
N 2.628627 -0.021042 0.392718 0.11 0.00 0.03 0.0045
C 3.094061 -1.093536 1.028915 -0.03 0.00 0.03 -0.0026
C 4.191426 -1.064168 1.874153 -0.04 -0.03 0.00 0.0024
C 5.420175 0.340362 4.720645 -0.02 0.01 0.14 -0.0081
C 5.274377 -0.796210 5.503606 0.01 0.02 -0.02 0.0061
C 4.660191 -0.675726 6.741237 -0.06 0.16 0.03 0.0005
N 4.197110 0.475847 7.229399 0.08 0.00 -0.17 0.0041
C 4.328728 1.556524 6.458087 -0.04 -0.15 0.09 -0.0216
C 4.931947 1.542590 5.209076 -0.02 0.01 -0.06 0.0246
H 4.806149 2.242468 1.583900 -0.01 -0.04 -0.02 0.0014
H 2.826167 2.002282 0.100375 0.00 -0.04 0.06 -0.0082
H 2.553340 -2.020459 0.864786 0.03 0.03 0.01 -0.0003
H 4.530936 -1.964857 2.368563 -0.01 0.02 0.00 0.0002
H 5.629797 -1.755207 5.151806 0.01 0.00 0.02 0.0002
H 4.532581 -1.548793 7.371787 0.00 0.00 0.01 0.0001
H 3.927747 2.482857 6.855310 0.00 -0.03 -0.01 -0.0034
H 5.000430 2.447432 4.619197 0.00 -0.02 0.04 0.0023
S -3.538150 -0.102995 -0.068756 0.11 0.00 0.13 0.0023
C -3.313791 -0.685181 1.535012 0.14 0.13 0.39 0.0020
N -2.703052 -1.926961 1.647840 -0.03 -0.13 -0.08 0.0006
C -1.830300 -2.161025 2.752730 0.05 0.09 0.03 -0.0015
C -2.526173 -1.711204 3.985645 0.02 -0.02 -0.06 0.0007
C -3.386634 -0.693254 3.835119 -0.08 0.11 -0.13 -0.0005
N -3.647592 -0.042357 2.638366 0.05 -0.16 -0.19 -0.0005
H -2.467484 -2.341974 0.760189 0.06 0.04 -0.01 -0.0001
H -1.543436 -3.208931 2.775079 -0.02 -0.05 0.02 -0.0005
H -2.290065 -2.153347 4.944297 -0.01 0.04 -0.03 -0.0002
H -3.901292 -0.280645 4.698195 -0.01 0.00 -0.03 -0.0001
```
Positions in Å, forces in eV/Å.

Summary:
HOMO energy (spin up / spin down) (eV): -4.202 / -4.189
2S+1: 2
⟨S²⟩: 0.759
Frontier orbital gap (spin up / spin down) (eV): 6.427 / 5.312
Total charge: -1

=====

No. 2
A cluster of 2 separate species, C2H7N2O in total at a distorted geometry. Source: the OMol25 dataset; level of theory: wB97M-V/def2-TZVPD.

```
12
Properties=species:S:1:pos:R:3:forces:R:3:mulliken_charge:R:1
C 1.364477 -1.421695 0.633260 -0.03 1.40 -0.45 -0.5912
O 0.521753 -1.499791 -0.472901 -0.77 -0.56 -0.94 -0.5076
H 1.851209 -2.397064 0.762039 0.06 0.34 0.16 0.2060
H 2.079138 -0.578061 0.461420 0.23 -0.77 0.21 0.2248
H 0.823334 -1.080550 1.521970 -0.12 -0.43 0.23 0.2819
N -1.647749 0.827995 -1.049668 0.00 0.33 0.50 -0.5494
C -0.722239 0.893830 0.067917 -0.82 -0.72 -1.32 -0.3215
N -0.556940 2.095235 0.472006 -0.24 1.28 -0.25 -0.7631
H -1.805893 -0.018374 -1.567715 0.30 -0.15 0.27 0.1609
H -1.903748 1.659560 -1.574617 0.13 0.23 0.27 0.2823
H -0.116897 -0.691598 -0.473298 1.20 -0.39 1.15 0.3671
H 0.113551 2.210515 1.219590 0.07 -0.55 0.16 0.2099
```
Positions in Å, forces in eV/Å.

Summary:
HOMO energy (eV): -2.093
Frontier orbital gap (eV): 6.473
Total charge: -1

=====

Calculated DFT total energy in order - -3163.50876; -265.10547 Ha